Entry w
Here is 2 unconnected molecules or ions with the total composition C3H9NS from the Open Molecules 2025 dataset. Energies are from ωB97M-V/def2-TZVPD.

Positions of all 14 atoms, in Å:
C (1.961, 0.944, -1.255)
S (0.281, 0.640, -1.728)
H (2.558, 1.621, -1.916)
H (1.975, 1.341, -0.280)
H (2.515, 0.070, -1.226)
C (-0.018, -1.580, 1.822)
C (-1.872, -0.193, 0.921)
N (-0.991, -0.412, 1.858)
H (0.108, -1.957, 2.883)
H (0.881, -1.102, 1.491)
H (-0.343, -2.353, 1.065)
H (-2.219, -0.964, 0.202)
H (-2.542, 0.716, 0.813)
H (-0.915, 0.242, 2.686)

Results
Net charge   +1
HOMO-LUMO gap (alpha / beta)   7.75 / 7.05 eV
HOMO (alpha / beta)   -12.89 / -12.48 eV
Spin multiplicity   2

Results of the Löwdin charge analysis, in e, for atoms 1 through 8: -0.556, 0.604, 0.061, 0.000, 0.004, 0.009, 0.107, -0.013

***

Entry x
Here is 2 unconnected molecules or ions with the total composition C3H9NS from the Open Molecules 2025 dataset. Energies are from ωB97M-V/def2-TZVPD.

Positions of all 14 atoms, in Å:
C (0.326, 2.235, 0.985)
S (-1.053, 1.304, 0.319)
H (0.117, 2.753, 1.911)
H (0.652, 3.027, 0.316)
H (1.095, 1.492, 1.154)
C (0.126, -2.759, -0.507)
C (1.048, -0.646, -1.107)
N (0.500, -1.363, -0.204)
H (-0.943, -2.797, -0.706)
H (0.639, -3.103, -1.393)
H (0.268, -3.395, 0.364)
H (0.960, -0.965, -2.136)
H (1.343, 0.379, -0.941)
H (0.745, -1.172, 0.763)

Results
Net charge   +1
HOMO-LUMO gap (alpha / beta)   7.64 / 7.00 eV
HOMO (alpha / beta)   -13.15 / -12.75 eV
Spin multiplicity   2

Results of the Löwdin charge analysis, in e, for atoms 1 through 8: -0.533, 0.609, 0.032, 0.037, 0.011, 0.009, 0.135, -0.014

***

Which structure wins on stability? entry x wins.

***

Entry w
Here is 6 unconnected molecules or ions with the total composition H11O5S from the Open Molecules 2025 dataset. Energies are from ωB97M-V/def2-TZVPD.

Positions of all 17 atoms, in Å:
S (-1.281, -1.089, 0.633)
H (-1.527, -2.005, 1.549)
H (1.095, 0.079, 2.163)
H (-0.116, -0.506, 2.817)
O (0.589, 0.092, 2.994)
H (0.430, 0.635, 0.146)
H (1.053, 1.973, 0.291)
O (1.196, 1.144, -0.125)
H (-1.380, 2.267, 0.666)
H (-1.001, 1.444, 1.917)
O (-1.163, 2.361, 1.626)
H (1.420, 0.118, -2.477)
H (0.071, 0.498, -2.937)
O (0.904, 0.161, -3.307)
H (-0.185, -2.468, -1.185)
H (-0.161, -1.953, -2.649)
O (0.056, -2.751, -2.122)

Results
Net charge   -1
HOMO-LUMO gap   7.76 eV
HOMO   -4.27 eV
Spin multiplicity   1

Results of the Löwdin charge analysis, in e, for atoms 1 through 8: 0.084, -0.390, 0.009, -0.071, -0.110, -0.098, 0.007, -0.073

***

Entry x
Here is 6 unconnected molecules or ions with the total composition H11O5S from the Open Molecules 2025 dataset. Energies are from ωB97M-V/def2-TZVPD.

Positions of all 17 atoms, in Å:
S (-0.591, -0.486, -1.844)
H (0.243, 0.254, -2.493)
H (0.790, 0.711, 1.107)
H (-0.129, 1.405, 0.121)
O (0.287, 1.542, 1.032)
H (1.293, 1.945, 6.289)
H (2.178, 2.679, 5.231)
O (2.187, 2.075, 5.975)
H (1.134, -2.658, -1.986)
H (1.072, -2.963, -0.634)
O (1.655, -3.202, -1.372)
H (0.634, -1.608, 1.306)
H (-0.532, -1.348, 0.303)
O (-0.320, -1.704, 1.202)
H (-3.331, 1.673, -2.846)
H (-2.016, 1.438, -3.202)
O (-2.761, 2.048, -3.534)

Results
Net charge   -1
HOMO-LUMO gap   7.34 eV
HOMO   -4.43 eV
Spin multiplicity   1

Results of the Löwdin charge analysis, in e, for atoms 1 through 8: 0.084, -0.407, 0.002, -0.001, -0.142, 0.028, 0.031, -0.059

***

Which structure wins on stability? entry w wins.

***

Entry w
Here is 2 unconnected molecules or ions with the total composition C4H12BN from the Open Molecules 2025 dataset. Energies are from ωB97M-V/def2-TZVPD.

Positions of all 18 atoms, in Å:
C (-2.245, -1.215, -0.720)
B (-2.015, -0.058, -0.049)
C (-1.799, 1.341, 0.574)
H (-3.254, -1.534, -0.993)
H (-1.482, -1.923, -1.087)
H (-0.832, 1.728, 1.102)
H (-2.537, 1.501, 1.271)
H (-1.927, 2.126, -0.273)
C (1.167, -1.142, 0.716)
N (1.520, -0.546, -0.523)
C (2.195, 0.683, -0.396)
H (0.461, -2.034, 0.445)
H (2.041, -1.371, 1.174)
H (0.517, -0.462, 1.331)
H (0.854, -0.455, -1.228)
H (2.469, 1.324, -1.401)
H (1.652, 1.477, 0.027)
H (3.211, 0.558, 0.034)

Results
Net charge   0
HOMO-LUMO gap   9.08 eV
HOMO   -8.54 eV
Spin multiplicity   1

Results of the Löwdin charge analysis, in e, for atoms 1 through 8: -0.003, -0.204, -0.062, 0.023, 0.026, 0.097, 0.009, 0.093

***

Entry x
Here is 2 unconnected molecules or ions with the total composition C4H12BN from the Open Molecules 2025 dataset. Energies are from ωB97M-V/def2-TZVPD.

Positions of all 18 atoms, in Å:
B (1.145, -1.458, 1.957)
C (-1.902, -0.115, -0.648)
C (1.067, 1.870, -0.165)
C (-0.845, -1.046, -0.131)
C (1.065, 0.314, -0.429)
N (0.170, -0.290, 0.475)
H (0.416, -2.306, 2.429)
H (2.248, -1.069, 1.979)
H (-2.766, -0.146, 0.109)
H (-1.592, 0.955, -0.588)
H (-2.290, -0.417, -1.623)
H (0.065, 2.264, -0.429)
H (1.405, 2.152, 0.873)
H (1.735, 2.271, -0.920)
H (-1.400, -1.688, 0.611)
H (-0.462, -1.701, -0.883)
H (0.706, 0.008, -1.433)
H (2.163, 0.106, -0.318)

Results
Net charge   0
HOMO-LUMO gap   7.46 eV
HOMO   -7.79 eV
Spin multiplicity   1

Results of the Löwdin charge analysis, in e, for atoms 1 through 8: 0.305, -0.104, -0.097, -0.407, -0.349, -0.160, -0.002, -0.021

***

Which structure wins on stability? entry w wins.

***

Entry w
Here is C21H22N2O4 in the gas phase from the Open Molecules 2025 dataset. Energies are from ωB97M-V/def2-TZVPD.

Positions of all 49 atoms, in Å:
C (4.561, 4.141, -2.323)
O (4.427, 4.417, -0.951)
C (4.901, 3.403, -0.096)
C (3.976, 2.185, 0.001)
C (2.598, 2.593, 0.528)
N (1.668, 1.488, 0.545)
C (1.381, 0.804, 1.683)
O (1.843, 1.109, 2.763)
C (0.424, -0.323, 1.480)
C (-0.664, -0.151, 0.691)
N (-1.596, -1.119, 0.470)
C (-2.731, -0.796, -0.324)
C (-3.481, 0.336, -0.019)
C (-4.580, 0.642, -0.796)
C (-4.944, -0.158, -1.867)
C (-4.194, -1.290, -2.170)
O (-4.445, -2.139, -3.198)
C (-5.580, -1.913, -4.000)
C (-3.078, -1.602, -1.391)
C (-1.511, -2.391, 1.043)
O (-2.364, -3.229, 0.830)
C (-0.352, -2.598, 1.910)
C (-0.211, -3.846, 2.524)
C (0.851, -4.095, 3.362)
C (1.791, -3.096, 3.601)
C (1.672, -1.862, 3.004)
C (0.597, -1.587, 2.149)
H (5.597, 3.885, -2.576)
H (3.907, 3.324, -2.648)
H (4.277, 5.052, -2.847)
H (4.981, 3.877, 0.886)
H (5.903, 3.079, -0.414)
H (3.871, 1.718, -0.981)
H (4.426, 1.456, 0.675)
H (2.194, 3.398, -0.092)
H (2.687, 2.945, 1.557)
H (1.368, 1.117, -0.342)
H (-0.861, 0.788, 0.192)
H (-3.215, 0.951, 0.827)
H (-5.171, 1.515, -0.564)
H (-5.812, 0.108, -2.449)
H (-6.501, -1.944, -3.411)
H (-5.516, -0.955, -4.527)
H (-5.591, -2.722, -4.728)
H (-2.511, -2.486, -1.629)
H (-0.960, -4.596, 2.320)
H (0.955, -5.060, 3.835)
H (2.623, -3.291, 4.263)
H (2.393, -1.086, 3.204)

Results
Net charge   0
HOMO-LUMO gap   8.68 eV
HOMO   -8.20 eV
Spin multiplicity   1

Results of the Löwdin charge analysis, in e, for atoms 1 through 8: -0.114, -0.197, -0.237, -0.155, -0.175, 0.062, -0.452, 0.070

***

Entry x
Here is C21H22N2O4 in the gas phase from the Open Molecules 2025 dataset. Energies are from ωB97M-V/def2-TZVPD.

Positions of all 49 atoms, in Å:
C (-2.891, -6.544, -0.567)
C (-1.835, -5.958, -1.518)
C (-2.292, -6.095, -2.979)
O (-0.580, -6.597, -1.325)
C (-1.647, -4.546, -1.203)
C (-1.469, -3.389, -0.931)
C (-1.287, -2.022, -0.616)
C (-2.190, -1.066, -1.083)
C (-2.008, 0.267, -0.773)
C (-0.923, 0.664, 0.003)
C (-0.763, 2.101, 0.383)
O (-1.211, 2.553, 1.419)
N (-0.131, 2.885, -0.535)
C (0.677, 2.357, -1.607)
C (2.133, 2.185, -1.108)
N (2.316, 2.987, 0.084)
C (2.634, 2.374, 1.253)
O (2.983, 1.211, 1.301)
C (2.524, 3.210, 2.483)
C (1.416, 3.576, 3.196)
C (1.900, 4.238, 4.350)
C (3.257, 4.220, 4.252)
O (3.644, 3.594, 3.129)
C (1.777, 4.320, -0.032)
C (0.237, 4.236, -0.164)
C (-0.026, -0.287, 0.478)
C (-0.204, -1.621, 0.167)
H (-3.072, -7.591, -0.806)
H (-2.540, -6.472, 0.460)
H (-3.825, -5.996, -0.657)
H (-2.469, -7.142, -3.221)
H (-1.522, -5.706, -3.641)
H (-3.210, -5.536, -3.140)
H (-0.689, -7.537, -1.506)
H (-3.031, -1.377, -1.685)
H (-2.709, 1.009, -1.129)
H (0.636, 3.070, -2.436)
H (0.272, 1.404, -1.946)
H (2.339, 1.149, -0.831)
H (2.846, 2.496, -1.878)
H (0.394, 3.377, 2.943)
H (1.314, 4.663, 5.139)
H (4.029, 4.606, 4.887)
H (2.061, 4.912, 0.838)
H (2.214, 4.778, -0.925)
H (-0.126, 4.935, -0.924)
H (-0.255, 4.452, 0.785)
H (0.812, 0.016, 1.088)
H (0.492, -2.363, 0.529)

Results
Net charge   0
HOMO-LUMO gap   9.34 eV
HOMO   -8.64 eV
Spin multiplicity   1

Results of the Löwdin charge analysis, in e, for atoms 1 through 8: -0.024, -0.632, -0.025, -0.007, 0.065, 0.051, -0.234, -0.017

***

Which structure wins on stability? entry w wins.

***

Entry w
Here is 2 unconnected molecules or ions with the total composition C3H5NO from the Open Molecules 2025 dataset. Energies are from ωB97M-V/def2-TZVPD.

Positions of all 10 atoms, in Å:
C (2.609, -1.578, 0.631)
C (-0.093, 0.767, 1.177)
C (-0.934, 0.029, -0.902)
N (-0.178, -0.117, 0.298)
O (2.211, -1.741, -0.391)
H (0.552, 0.699, 1.915)
H (-0.660, 1.684, 1.050)
H (-1.831, -0.439, -0.807)
H (-1.399, 1.018, -1.123)
H (-0.275, -0.321, -1.849)

Results
Net charge   0
HOMO-LUMO gap (alpha / beta)   6.52 / 8.55 eV
HOMO (alpha / beta)   -5.40 / -10.60 eV
Spin multiplicity   3

Results of the Löwdin charge analysis, in e, for atoms 1 through 8: -0.023, -0.156, -0.126, -0.028, 0.027, -0.015, 0.068, 0.025

***

Entry x
Here is C3H5NO in the gas phase from the Open Molecules 2025 dataset. Energies are from ωB97M-V/def2-TZVPD.

Positions of all 10 atoms, in Å:
C (-0.265, -0.660, -0.331)
C (0.410, -1.804, -1.123)
C (-0.027, 1.279, 1.044)
N (0.707, -0.608, -1.521)
O (0.069, -0.106, 0.906)
H (-1.228, -0.243, -0.775)
H (0.410, -2.795, -1.319)
H (0.011, 1.836, 0.004)
H (0.879, 1.564, 1.714)
H (-0.964, 1.537, 1.400)

Results
Net charge   0
HOMO-LUMO gap (alpha / beta)   6.95 / 7.84 eV
HOMO (alpha / beta)   -5.92 / -10.39 eV
Spin multiplicity   3

Results of the Löwdin charge analysis, in e, for atoms 1 through 8: -0.243, -0.132, -0.103, 0.108, -0.122, 0.149, 0.037, 0.128

***

Which structure wins on stability? entry w wins.